Arrangement P

The following is a DFT calculation (ωB97M-V with the def2-TZVPD basis set) of a structure of composition C38H30N9O5S3Sn.

XYZ file:
```
86
Properties=species:S:1:pos:R:3:mulliken_charge:R:1
Sn 0.0138 -0.4876 0.5464 1.7694
C -0.8070 -2.2964 -3.5537 -1.6145
C -0.2726 -2.0807 -2.1714 1.0033
N -0.8496 -1.2595 -1.3580 0.2167
N -2.0050 -0.6393 -1.7834 -0.4249
C -2.6919 -0.0753 -0.8637 0.5716
S -2.3377 -0.0294 0.8710 -0.6577
S -4.1403 0.8279 -1.2141 -0.0631
C -4.4032 0.4980 -2.9854 -0.7999
C -5.3751 -0.6203 -3.2381 0.6072
C -5.0236 -1.9420 -2.9767 0.2220
C -5.9255 -2.9681 -3.2060 -0.8199
C -7.1926 -2.6848 -3.6996 -0.4140
C -7.5519 -1.3713 -3.9578 -0.6083
C -6.6465 -0.3445 -3.7260 -0.6270
C 0.8909 -2.8270 -1.6993 0.1195
C 1.8029 -3.3695 -2.6188 -0.8330
C 2.8506 -4.1648 -2.2137 -0.9505
C 2.9730 -4.4838 -0.8606 -0.5847
C 2.0890 -3.9707 0.0642 -0.2797
C 1.0598 -3.0979 -0.3209 0.3569
O 0.3048 -2.5524 0.6270 -1.1802
H -1.8928 -2.3129 -3.5469 0.1733
H -0.5085 -1.4552 -4.1851 0.3142
H -0.4337 -3.2194 -3.9854 0.5622
H -4.7747 1.4362 -3.3960 0.5532
H -3.4222 0.3070 -3.4161 0.2829
H -4.0422 -2.1604 -2.5745 0.2878
H -5.6416 -3.9917 -2.9983 0.4139
H -7.8966 -3.4862 -3.8800 0.3829
H -8.5381 -1.1431 -4.3399 0.3785
H -6.9317 0.6810 -3.9302 0.3315
H 1.6877 -3.1479 -3.6722 0.5232
H 3.5487 -4.5591 -2.9385 0.4421
H 3.7703 -5.1380 -0.5303 0.4506
H 2.1742 -4.2145 1.1164 0.5457
O 6.2178 -1.8881 4.8052 -0.5706
N 5.7922 -2.1685 3.7098 0.9706
O 6.4181 -2.7111 2.8231 -0.5742
C 4.3972 -1.7854 3.4098 0.1877
C 3.5227 -1.8681 4.4275 -1.1262
C 2.1393 -1.5908 4.2057 1.1346
C 1.1803 -1.6814 5.2330 -0.6682
C -0.1314 -1.4089 4.9590 -1.2125
C -0.4824 -1.0480 3.6536 -0.2533
N 0.4034 -0.9651 2.6889 0.2168
C 1.7064 -1.2230 2.9328 -0.1836
C 2.6681 -1.0929 1.8627 0.0135
N 2.2311 -0.6823 0.6488 0.8670
C 3.0684 -0.5510 -0.3601 -0.2455
C 4.4330 -0.8058 -0.2141 -1.6592
C 4.9108 -1.2144 0.9998 -1.0913
C 4.0196 -1.3810 2.0826 1.1385
H 3.8714 -2.1574 5.4095 0.5608
H 1.4922 -1.9673 6.2297 0.5140
H -0.8954 -1.4687 5.7199 0.4772
H -1.5100 -0.8237 3.3948 0.5051
H 2.6543 -0.2232 -1.3031 0.6580
H 5.0898 -0.6733 -1.0609 0.5591
H 5.9620 -1.4190 1.1298 0.5910
N -1.9893 6.9671 -1.8514 -0.4776
C -1.2937 5.8540 -1.4778 1.0902
C -1.9656 4.6421 -1.2427 -0.8190
C -1.2620 3.5100 -0.9069 -0.2960
C 0.1258 3.5707 -0.7993 -0.4098
C 0.8094 4.7604 -1.0176 -0.3545
C 0.1033 5.8937 -1.3561 -0.8939
S 1.0087 2.1438 -0.3833 1.9777
O 0.4130 0.9884 -1.1135 -0.8647
O 2.4102 2.3408 -0.6050 -0.8551
N 0.5954 1.6334 1.1054 0.3174
C 1.0630 2.3259 2.2108 0.0518
N 0.8297 1.7800 3.4069 -0.2104
C 1.2741 2.4631 4.4581 -0.1435
C 1.9340 3.6722 4.3489 -0.8466
C 2.1106 4.1466 3.0597 -0.2205
N 1.6860 3.4864 1.9921 -0.4246
H -2.9889 6.9801 -1.7600 0.2055
H -1.5313 7.8606 -1.8489 0.2063
H -3.0441 4.6010 -1.3316 0.3432
H -1.7879 2.5804 -0.7273 0.0289
H 1.8852 4.7852 -0.9161 0.5303
H 0.6291 6.8234 -1.5335 0.3151
H 1.0784 2.0228 5.4306 0.4335
H 2.2815 4.2164 5.2136 0.4093
H 2.6050 5.0936 2.8730 0.4465
```

Summary:
HOMO-LUMO gap: 6.8 eV
Total charge: +1
2S+1: 1

Arrangement Q

The following is a DFT calculation (ωB97M-V with the def2-TZVPD basis set) of a structure of composition C38H30N9O5S3Sn.

XYZ file:
```
86
Properties=species:S:1:pos:R:3:mulliken_charge:R:1
Sn 0.5545 -0.9788 -0.2921 1.8750
C -1.2248 0.8286 -3.8550 -1.5369
C 0.1326 0.2490 -3.5511 0.6701
N 0.2120 -1.0267 -3.5809 -0.0853
N 1.4495 -1.6024 -3.6202 -0.6639
C 1.7480 -2.5316 -2.8225 0.5854
S 0.7785 -3.0843 -1.4024 -0.4253
S 3.1626 -3.5210 -3.1706 -0.1475
C 4.0995 -3.3749 -1.6082 -0.5580
C 5.1534 -2.3059 -1.6628 0.1910
C 6.3911 -2.5644 -2.2429 -0.6129
C 7.3524 -1.5694 -2.3271 -0.6064
C 7.0861 -0.2991 -1.8361 -0.7038
C 5.8532 -0.0306 -1.2603 -0.6773
C 4.8929 -1.0290 -1.1746 1.2195
C 1.2060 1.2203 -3.2285 0.5419
C 1.3342 2.4053 -3.9556 -0.7421
C 2.2731 3.3612 -3.6095 -0.9523
C 3.0759 3.1622 -2.4932 -1.1076
C 2.9449 2.0118 -1.7333 -0.3164
C 2.0302 1.0342 -2.1048 0.4550
O 1.9355 -0.1137 -1.4039 -0.2607
H -1.9696 0.0360 -3.8928 0.3400
H -1.5144 1.5980 -3.1366 0.3140
H -1.2048 1.3088 -4.8360 0.5976
H 3.3752 -3.1850 -0.8163 -0.0877
H 4.5331 -4.3568 -1.4232 0.6941
H 6.6041 -3.5528 -2.6331 0.4298
H 8.3115 -1.7850 -2.7788 0.3865
H 7.8362 0.4773 -1.9042 0.4002
H 5.6375 0.9627 -0.8866 0.3671
H 3.9186 -0.8157 -0.7474 -0.3618
H 0.7009 2.5706 -4.8177 0.4183
H 2.3821 4.2547 -4.2079 0.4391
H 3.8136 3.9045 -2.2174 0.4966
H 3.5724 1.8410 -0.8664 0.6071
O -6.1455 1.8184 -0.7775 -0.5844
N -5.2892 2.6649 -0.9244 0.9970
O -5.4800 3.8183 -1.2264 -0.5885
C -3.8918 2.2567 -0.6737 -0.0202
C -3.0769 3.1955 -0.1607 -0.9599
C -1.7276 2.8709 0.1833 1.3011
C -0.8362 3.7915 0.7640 -1.0249
C 0.4351 3.3885 1.0736 -1.1931
C 0.8070 2.0661 0.8192 -0.1622
N -0.0198 1.1849 0.2875 0.5663
C -1.2651 1.5781 -0.0533 -0.7816
C -2.1245 0.6112 -0.6878 0.2811
N -1.5778 -0.5851 -0.9808 1.1283
C -2.3189 -1.5303 -1.5324 -0.4215
C -3.6613 -1.3145 -1.8440 -1.4102
C -4.2361 -0.0991 -1.5714 -0.9449
C -3.4605 0.9153 -0.9719 0.8280
H -3.4548 4.1945 0.0096 0.5963
H -1.1617 4.8054 0.9581 0.5286
H 1.1528 4.0670 1.5102 0.5067
H 1.8014 1.7155 1.0586 0.4679
H -1.8251 -2.4687 -1.7494 0.4239
H -4.2288 -2.1080 -2.3071 0.5439
H -5.2742 0.0796 -1.8031 0.6671
N -6.7188 -1.2128 6.0837 -0.4876
C -5.6841 -1.1563 5.1825 0.9885
C -4.3575 -1.2785 5.6094 -0.8393
C -3.3098 -1.2137 4.7086 -0.1711
C -3.5836 -1.0306 3.3643 -0.4256
C -4.8860 -0.9017 2.9166 -0.3574
C -5.9319 -0.9560 3.8208 -0.7851
S -1.7096 -2.2935 2.0340 0.0813
O -2.5392 -0.9159 2.4353 0.2353
O -1.4246 -3.0532 3.2270 -0.4933
N -0.3319 -1.4426 1.5792 -0.6529
C 0.7516 -1.1965 2.3527 0.5965
N 1.8134 -0.9227 1.5424 -0.1592
C 3.0149 -0.7256 2.0814 0.0359
C 3.1655 -0.7755 3.4486 -0.9206
C 2.0081 -0.9797 4.2003 -0.4073
N 0.8031 -1.1754 3.6784 -0.3965
H -6.5463 -1.4736 7.0359 0.1849
H -7.6687 -1.2355 5.7649 0.1863
H -4.1487 -1.4196 6.6626 0.2878
H -2.2849 -1.3098 5.0390 0.4686
H -5.0783 -0.7561 1.8610 0.4301
H -6.9510 -0.8417 3.4728 0.3006
H 3.8355 -0.5337 1.3994 0.4453
H 4.1288 -0.6450 3.9158 0.4509
H 2.0553 -0.9709 5.2833 0.4769
```

Summary:
HOMO-LUMO gap: 5.7 eV
Total charge: +1
2S+1: 1

arrangement P (38.4 kcal/mol below the next structure)

Arrangement P

The following is a DFT calculation (ωB97M-V with the def2-TZVPD basis set) of a structure of composition C4H11N3O3.

XYZ file:
```
21
Properties=species:S:1:pos:R:3:nbo_charge:R:1
C -2.0665 0.4540 -0.6956 -0.4231
C 1.0584 -0.8727 -1.9301 -0.7036
N -0.9066 -0.3347 -0.2601 -0.5226
C 0.5594 0.0935 -0.8929 0.7713
O 0.6931 1.3030 -0.9133 -0.6980
H -1.0470 -1.3282 -0.4254 0.4179
H -2.8997 0.2755 -0.0168 0.2216
H -1.7948 1.5067 -0.6809 0.2319
H -2.3461 0.1809 -1.7131 0.2142
H 0.8156 -1.9003 -1.6614 0.2217
H 2.1408 -0.7728 -1.9811 0.2587
H 0.6217 -0.6207 -2.8991 0.2242
C -0.5648 -0.2875 1.3324 0.8639
N 2.3413 -0.0286 1.1550 -0.5134
N -0.4154 1.0113 1.7692 -0.9017
O 1.2068 -0.6711 0.6220 -0.5323
O -1.0023 -1.2044 1.9863 -0.6456
H 2.6347 -0.6123 1.9355 0.3463
H 2.0081 0.8605 1.5340 0.3351
H -0.1746 1.7209 1.0914 0.4218
H -0.8619 1.2269 2.6444 0.4116
```

Summary:
HOMO-LUMO gap: 9.1 eV
2S+1: 1

Arrangement Q

The following is a DFT calculation (ωB97M-V with the def2-TZVPD basis set) of a cluster of 2 separate species, C4H11N3O3 in total.

XYZ file:
```
21
Properties=species:S:1:pos:R:3:nbo_charge:R:1
C -1.0115 -0.4777 -1.9934 -0.1250
C 0.2298 -0.5726 -1.1335 0.0604
C -1.1308 -0.5180 -0.4833 0.0443
C 0.8808 0.6150 2.5729 0.7743
H -0.5127 0.8738 -3.4173 0.3700
H -2.0121 1.0827 -2.8492 0.3777
H -1.4331 -1.3419 -2.5181 0.2044
H 0.7709 -1.5133 -1.0444 0.1934
H 0.4899 1.2721 -1.4831 0.4993
H -1.4481 0.4005 0.0278 0.1882
H -1.0670 -1.8622 0.8731 0.4691
H 1.1923 -1.2654 1.8130 0.4000
H -0.2646 -0.9962 2.7539 0.4035
H 2.1134 2.0334 2.1051 0.3953
H 2.0626 0.8140 0.9032 0.4080
N -1.0727 0.8426 -2.5634 -0.8510
N 0.5203 -0.6451 2.2317 -0.8613
N 2.0211 1.0470 1.8941 -0.8669
O 1.0470 0.5456 -1.1558 -0.7275
O -1.6362 -1.6894 0.1097 -0.7006
O 0.2607 1.3551 3.3570 -0.6556
```

Summary:
HOMO-LUMO gap: 10.0 eV
SMILES: NC1[C@@H](O)[C@@H]1O.NC(N)=O
2S+1: 1

arrangement Q (49.5 kcal/mol below the next structure)

Arrangement P

The following is a DFT calculation (ωB97M-V with the def2-TZVPD basis set) of a cluster of 2 separate species, C2H6F2Si in total.

XYZ file:
```
11
Properties=species:S:1:pos:R:3:nbo_charge:R:1
C 0.8145 -0.7210 0.6258 -1.1055
C -2.0684 -0.0886 -0.4101 0.1644
F -2.3498 -1.3527 -0.0483 -0.3446
F -2.9200 0.7173 0.2916 -0.3666
Si -0.4144 0.6483 0.1025 1.0855
H 0.9471 -0.9006 1.6743 0.2624
H 0.4393 -1.6526 0.3586 0.2572
H 1.7765 -0.4060 0.4536 0.2538
H -2.4586 0.1673 -1.4915 0.1626
H -0.6069 1.9011 0.8841 -0.1434
H -0.3508 1.9585 -1.5422 -0.2257
```

Summary:
HOMO-LUMO gap: 9.9 eV
2S+1: 1

Arrangement Q

The following is a DFT calculation (ωB97M-V with the def2-TZVPD basis set) of a cluster of 2 separate species, C2H6F2Si in total.

XYZ file:
```
11
Properties=species:S:1:pos:R:3:nbo_charge:R:1
C 0.2411 1.0972 1.2021 -1.2324
C 0.4978 -1.1066 -1.2781 -1.1618
F -2.1192 1.2727 -0.7120 -0.7308
F -1.1851 -1.3733 1.0618 -0.6481
Si -0.4695 -0.2405 0.1108 2.1409
H 0.2895 0.8061 2.2312 0.2588
H 1.2764 1.4594 0.9476 0.2618
H -0.4727 2.0685 1.0487 0.3148
H 1.5450 -1.0200 -1.2212 0.2590
H 0.2719 -2.1838 -1.1524 0.2630
H 0.1247 -0.7797 -2.2384 0.2748
```

Summary:
HOMO-LUMO gap: 11.1 eV
2S+1: 1

arrangement Q (96.6 kcal/mol below the next structure)

Arrangement P

The following is a DFT calculation (ωB97M-V with the def2-TZVPD basis set) of the ion C4H9N4O2 with charge +1.

XYZ file:
```
19
Properties=species:S:1:pos:R:3:nbo_charge:R:1
C -0.9566 -1.0553 0.0393 0.4603
C 0.6135 -1.0324 0.0212 -0.4315
C 1.1733 0.0458 -0.9252 -0.5049
C 1.3785 1.3974 -0.3430 0.3457
N -1.7348 0.0205 0.2470 0.0476
N -1.1769 1.2970 0.1952 0.1566
N 1.7930 1.7406 0.8281 -0.6099
N -1.6264 -2.2415 0.0332 -0.6976
O -3.0227 -0.1602 0.2080 -0.5769
O -1.8590 2.2668 0.2251 -0.2233
H 0.8144 -0.8390 1.0090 0.2300
H 0.9802 -2.0502 -0.3739 0.2587
H 2.1006 -0.2252 -1.3224 0.2716
H 0.4433 0.0458 -1.7165 0.2703
H 0.8184 2.1728 -0.8722 0.2546
H 1.7662 2.7610 1.0929 0.4562
H 2.0014 1.0947 1.5159 0.4194
H -0.9430 -2.9446 -0.1472 0.4076
H -2.5634 -2.2939 0.2854 0.4655
```

Summary:
HOMO-LUMO gap (spin up / spin down): 6.7 / 6.7 eV
SMILES: [NH2+]=CCCC(=[NH2+])N([O-])N=O
Total charge: +1
2S+1: 1

Arrangement Q

The following is a DFT calculation (ωB97M-V with the def2-TZVPD basis set) of a cluster of 2 separate species, C4H9N4O2 in total.

XYZ file:
```
19
Properties=species:S:1:pos:R:3:nbo_charge:R:1
C -0.4463 0.6192 0.2111 0.7812
C 1.4731 1.6414 -0.4403 -0.2241
C 1.7536 0.1792 -0.0523 -0.2428
C 0.3189 -1.5597 1.0402 -0.4357
N -0.0108 1.7173 -0.4510 -0.5987
N 0.5177 -0.2162 0.5700 -0.3980
N -2.5831 -0.7723 -1.4514 -0.2772
N -2.6600 -0.9384 -0.3239 0.6674
O -2.9482 -1.5999 0.5250 -0.0907
O -1.6135 0.3821 0.5056 -0.6697
H 1.9434 2.3040 0.3296 0.2208
H 1.7885 1.9469 -1.4374 0.2338
H 2.2548 -0.6237 -0.6818 0.2340
H 2.5867 0.3494 0.7727 0.2167
H 1.2490 -1.8651 1.5407 0.2361
H 0.3705 -2.3085 0.2050 0.2040
H -0.5645 -1.6600 1.6774 0.2434
H -0.7039 2.4449 -0.4333 0.4355
H -2.7261 -0.0405 -2.1061 0.4639
```

Summary:
HOMO-LUMO gap: 8.0 eV
Total charge: +1
2S+1: 1

arrangement Q (19.3 kcal/mol below the next structure)